Density functional theory data (ωB97M-V with the def2-TZVPD basis set) for a 14-piece molecular cluster, C73H117N9O19 overall at a distorted geometry.

Values from the calculation:
Gap between HOMO and LUMO = 3.065 eV
Net charge = 0
E = -4773.480243 Ha
Strongest force on any atom = 6.24 eV Å⁻¹
Spin multiplicity = 1
LUMO level = -3.213 eV

Last column: Löwdin charge in e.
Geometry (Å):
C  -5.483  -0.878  -2.945  0.009
C  -4.782  -2.023  -3.707  -0.423
C  -5.038  -1.882  -5.190  -0.145
C  -4.344  -2.905  -6.111  -0.152
C  -2.856  -2.552  -6.037  -0.119
C  -2.265  -2.534  -4.534  -0.353
N  -3.317  -1.912  -3.612  0.088
O  -2.900  -1.541  -2.490  0.145
C  -0.973  -1.637  -4.431  0.006
C  -1.948  -3.979  -4.223  -0.004
C  -5.270  -3.427  -3.184  0.035
H  -6.553  -0.958  -2.745  0.096
H  -5.513  0.025  -3.559  0.082
H  -4.950  -0.714  -2.012  0.068
H  -4.717  -0.898  -5.548  0.103
H  -6.106  -1.818  -5.412  0.135
H  -4.550  -2.885  -7.179  0.119
H  -4.535  -3.892  -5.687  0.096
H  -2.739  -1.586  -6.532  0.119
H  -2.244  -3.211  -6.655  0.112
H  -1.226  -0.724  -4.971  0.077
H  -0.081  -2.103  -4.842  0.075
H  -0.811  -1.411  -3.380  0.061
H  -1.335  -4.056  -3.323  0.092
H  -1.453  -4.427  -5.081  0.095
H  -2.800  -4.617  -3.987  0.077
H  -5.122  -3.542  -2.110  0.084
H  -4.817  -4.252  -3.727  0.064
H  -6.340  -3.455  -3.391  0.098
C  -0.929  4.175  0.810  -0.013
C  -1.078  2.799  0.122  -0.359
C  -1.068  3.077  -1.478  -0.052
C  -0.976  1.736  -2.220  -0.178
C  0.347  1.061  -1.977  -0.132
C  0.526  0.829  -0.455  -0.396
N  0.134  1.978  0.382  0.048
O  0.701  2.084  1.483  0.192
C  1.978  0.374  -0.356  -0.010
C  -0.337  -0.414  -0.116  0.022
C  -2.346  1.990  0.566  0.027
H  -0.950  4.026  1.892  0.067
H  -1.715  4.879  0.539  0.104
H  0.042  4.627  0.601  0.069
H  -0.179  3.691  -1.636  0.111
H  -1.937  3.683  -1.729  0.120
H  -1.098  1.905  -3.292  0.109
H  -1.788  1.052  -1.970  0.088
H  1.036  1.881  -2.211  0.084
H  0.516  0.170  -2.575  0.116
H  2.220  -0.057  0.617  0.081
H  2.684  1.152  -0.641  0.087
H  2.106  -0.497  -0.999  0.081
H  -1.323  -0.314  -0.568  0.061
H  -0.296  -0.593  0.960  0.089
H  0.037  -1.331  -0.575  0.090
H  -3.130  2.741  0.696  0.081
H  -2.282  1.541  1.556  0.082
H  -2.717  1.290  -0.177  0.067
C  -3.565  -2.618  3.712  0.040
C  -4.433  -1.301  3.773  -0.410
C  -4.172  -0.455  2.558  -0.153
C  -4.721  -0.905  1.207  -0.143
C  -6.243  -0.936  1.366  -0.114
C  -6.785  -1.832  2.513  -0.402
N  -5.894  -1.734  3.754  0.055
O  -6.318  -2.382  4.697  0.188
C  -6.804  -3.354  2.123  0.023
C  -8.168  -1.337  2.902  -0.021
C  -4.130  -0.426  4.984  -0.002
H  -3.423  -3.075  2.730  0.078
H  -3.922  -3.455  4.317  0.090
H  -2.602  -2.417  4.185  0.096
H  -3.106  -0.252  2.464  0.121
H  -4.744  0.468  2.695  0.123
H  -4.310  -1.858  0.870  0.097
H  -4.429  -0.136  0.493  0.102
H  -6.603  -1.416  0.452  0.123
H  -6.711  0.049  1.355  0.122
H  -7.448  -3.535  1.266  0.103
H  -7.202  -3.895  2.984  0.085
H  -5.830  -3.834  1.998  0.076
H  -8.115  -0.263  3.093  0.093
H  -8.662  -1.643  3.823  0.089
H  -8.790  -1.563  2.037  0.106
H  -4.521  -0.822  5.922  0.090
H  -4.703  0.492  4.834  0.090
H  -3.087  -0.128  5.054  0.107
C  -3.896  8.072  4.827  0.023
N  -2.551  8.010  4.271  -0.068
C  -2.037  6.799  4.001  0.059
C  -0.787  6.655  3.420  0.089
C  -0.049  7.822  3.162  -0.093
C  -0.548  9.041  3.645  0.030
C  -1.794  9.111  4.186  -0.003
C  1.276  7.783  2.499  -0.114
C  2.127  6.693  2.739  0.075
C  3.399  6.573  2.206  0.034
N  3.796  7.614  1.437  -0.070
C  3.020  8.676  1.196  0.006
C  1.738  8.788  1.687  0.042
C  5.176  7.649  0.901  0.030
H  -4.343  9.065  4.825  0.105
H  -3.885  7.830  5.891  0.111
H  -4.547  7.386  4.282  0.099
H  -2.650  5.953  4.279  0.164
H  -0.394  5.685  3.149  0.088
H  0.055  9.937  3.616  0.129
H  -2.239  10.060  4.448  0.148
H  1.824  5.838  3.333  0.113
H  4.110  5.760  2.219  0.148
H  3.379  9.388  0.468  0.152
H  1.125  9.650  1.468  0.135
H  5.838  6.938  1.398  0.103
H  5.667  8.605  1.055  0.105
H  5.157  7.242  -0.111  0.118
C  3.310  -2.659  0.675  0.045
N  3.800  -4.034  1.002  -0.001
C  4.976  -4.366  0.444  0.017
C  5.665  -5.484  0.820  0.018
C  5.166  -6.345  1.776  -0.122
C  3.950  -5.974  2.379  0.053
C  3.240  -4.862  1.902  0.066
C  5.897  -7.624  2.147  -0.077
C  5.574  -8.310  3.305  0.039
C  6.104  -9.540  3.699  0.028
N  7.101  -10.028  2.946  -0.102
C  7.508  -9.393  1.828  0.001
C  6.942  -8.222  1.404  0.052
C  7.713  -11.294  3.361  0.023
H  3.857  -2.009  1.353  0.112
H  2.247  -2.576  0.907  0.096
H  3.402  -2.642  -0.409  0.069
H  5.527  -3.640  -0.138  0.144
H  6.698  -5.491  0.498  0.130
H  3.373  -6.530  3.104  0.122
H  2.380  -4.435  2.416  0.134
H  4.885  -7.871  4.015  0.128
H  5.819  -10.109  4.570  0.151
H  8.400  -9.770  1.349  0.147
H  7.163  -7.823  0.424  0.133
H  8.285  -11.664  2.516  0.104
H  6.946  -12.001  3.678  0.107
H  8.266  -11.191  4.294  0.112
C  2.196  0.375  -5.306  -0.040
C  3.138  1.063  -4.324  -0.142
N  4.466  0.430  -4.163  -0.004
C  5.617  1.008  -4.642  -0.007
C  6.663  0.168  -4.330  -0.031
N  6.199  -0.926  -3.668  -0.074
C  4.887  -0.709  -3.559  -0.004
C  6.935  -2.045  -3.118  0.019
H  1.989  -0.678  -5.116  0.047
H  2.609  0.472  -6.312  0.079
H  1.237  0.891  -5.265  0.085
H  2.714  1.090  -3.322  0.095
H  3.372  2.086  -4.608  0.119
H  5.608  1.982  -5.102  0.131
H  7.698  0.087  -4.627  0.127
H  4.159  -1.350  -3.083  0.154
H  7.934  -1.717  -2.852  0.105
H  6.976  -2.830  -3.880  0.096
H  6.319  -2.590  -2.405  0.088
C  2.570  4.356  -0.314  -0.024
C  2.647  4.518  -1.848  -0.746
O  2.305  3.571  -2.597  -0.072
O  3.000  5.657  -2.249  -0.092
H  3.405  3.830  0.153  0.068
H  1.657  3.788  -0.132  0.027
H  2.493  5.320  0.189  0.039
C  -3.839  3.198  -4.105  -0.011
C  -4.026  1.889  -4.882  -0.759
O  -4.927  1.774  -5.737  -0.067
O  -3.234  0.921  -4.664  -0.100
H  -4.418  3.137  -3.184  0.074
H  -3.941  4.075  -4.740  0.074
H  -2.780  3.248  -3.839  0.038
C  -1.710  -3.758  -0.374  -0.034
C  -3.017  -4.530  -0.333  -0.770
O  -3.905  -4.111  0.462  -0.115
O  -3.174  -5.425  -1.192  -0.076
H  -1.808  -2.774  -0.835  0.034
H  -0.771  -4.168  -0.751  0.069
H  -1.441  -3.633  0.682  0.064
C  2.930  2.985  3.412  -0.034
C  1.823  3.302  4.416  -0.777
O  0.740  3.801  3.984  -0.134
O  1.972  3.073  5.633  -0.064
H  3.864  3.441  3.742  0.073
H  2.595  3.430  2.471  0.032
H  3.023  1.921  3.199  0.051
C  0.660  -0.517  3.788  -0.033
C  1.074  -1.941  3.561  -0.785
O  2.238  -2.271  3.943  -0.105
O  0.378  -2.671  2.804  -0.107
H  1.356  0.144  3.276  0.057
H  0.616  -0.430  4.876  0.083
H  -0.370  -0.316  3.484  0.048
C  2.490  -3.706  -4.388  -0.040
C  2.432  -3.506  -2.891  -0.787
O  1.561  -2.779  -2.369  -0.055
O  3.342  -4.166  -2.316  -0.097
H  2.474  -2.693  -4.813  0.039
H  1.528  -4.028  -4.798  0.063
H  3.338  -4.280  -4.747  0.066
C  5.045  0.848  1.288  -0.032
C  5.727  -0.264  0.433  -0.774
O  5.139  -0.642  -0.598  -0.091
O  6.784  -0.769  0.894  -0.099
H  4.299  0.506  2.005  0.054
H  4.546  1.550  0.618  0.043
H  5.887  1.331  1.782  0.065
C  -5.712  4.102  0.765  -0.070
C  -5.330  5.550  0.952  -0.811
O  -5.555  6.052  2.096  -0.139
O  -5.140  6.174  -0.111  -0.079
H  -5.148  3.691  -0.077  0.045
H  -6.766  4.031  0.496  0.072
H  -5.476  3.437  1.600  0.045